A cluster of 10 separate species, C36H102F3N8O14P in total in a non-equilibrium geometry. Source: the OMol25 dataset; level of theory: ωB97M-V with the def2-TZVPD basis set.

The value obtained for the LUMO energy is -8.52 eV. The frontier orbital gap is 6.045 eV. The total charge is +4.

```
164
Properties=species:S:1:pos:R:3:lowdin_charge:R:1
C 4.561 -1.753 -2.200 -0.27
H 3.337 2.249 0.652 0.14
H -3.599 -1.426 0.961 0.04
H -1.614 0.143 1.554 0.09
H 2.383 5.948 -1.820 0.11
O 2.991 -3.602 -2.720 -0.21
C 2.662 -4.928 -2.771 -0.09
C -1.230 1.343 3.250 -0.21
C 2.715 2.731 2.635 -0.26
N 3.592 -0.992 -1.316 0.20
H 1.170 0.867 -3.047 0.03
N 0.339 -2.214 -3.854 0.22
H 4.264 -3.670 -1.138 0.14
H 0.541 2.085 9.068 0.18
H 1.454 0.742 9.227 0.19
C 2.456 2.281 -3.972 -0.28
H -0.153 0.786 8.625 0.18
H 1.697 -4.943 -3.279 0.08
H 3.396 -5.445 -3.389 0.11
H -1.628 -6.821 -1.949 0.10
C -1.372 4.469 -4.542 -0.03
F -7.153 2.445 0.920 0.13
H -3.943 -0.565 -3.074 0.06
N 0.769 1.198 8.642 0.26
N 1.090 1.582 -3.755 0.23
C -0.980 -4.331 -4.548 -0.11
H 1.640 3.709 -5.370 0.09
C -2.447 -6.259 -5.076 -0.05
H 4.018 2.530 4.411 0.08
C 0.383 -3.969 0.396 -0.27
H -2.433 -2.158 -3.729 0.09
C -4.633 -1.349 0.627 -0.06
C 1.595 -0.890 4.254 -0.09
O -1.455 3.150 -3.954 -0.24
H 1.452 -0.721 3.187 0.06
H -0.944 1.356 1.030 0.06
C 1.253 5.990 1.600 -0.07
C 1.743 5.074 -1.697 -0.07
H -3.264 0.513 4.012 0.14
C 5.927 -1.305 -1.793 -0.03
H 2.354 -4.757 0.879 0.08
H 2.558 1.010 1.273 0.09
H 4.985 -3.792 -2.759 0.15
C 2.795 3.240 -2.857 -0.18
F -6.408 3.762 -0.571 0.16
H -1.328 1.864 -1.685 0.11
H 4.832 2.802 2.809 0.09
H -0.892 3.283 4.222 0.07
C -4.057 0.504 -3.255 0.01
O 0.305 1.517 -0.332 -0.37
H -3.033 -5.801 -1.668 0.09
H -1.237 -3.767 -5.444 0.12
H -2.613 -3.211 -2.331 0.10
H -4.950 2.433 1.852 0.14
C 1.235 1.387 7.221 -0.30
H 2.244 -0.452 6.759 0.14
H 3.403 3.443 -5.462 0.11
C -1.914 -2.564 -2.860 -0.03
C -6.164 2.580 0.018 -0.59
O 1.706 4.146 -2.757 -0.18
H -2.388 1.686 1.379 0.09
H -1.957 -2.912 4.169 0.09
F -6.486 1.677 -0.862 0.16
H -0.082 -2.279 1.605 0.11
H -5.240 -2.211 0.902 0.08
H -0.136 -3.759 -2.554 0.11
H -2.945 1.701 -1.361 0.10
O 1.373 -0.625 0.514 -0.41
O 0.960 -0.306 -1.979 -0.43
H -4.777 1.070 -2.664 0.09
H 2.645 -5.378 -1.779 0.10
N 2.563 2.020 1.260 0.22
H 1.704 2.209 0.762 0.08
H -0.766 -2.142 0.339 0.04
H 0.725 1.119 -4.575 0.15
H -1.758 -1.897 5.590 0.08
H 3.157 1.448 -4.015 0.14
C 4.223 -3.295 -2.160 -0.15
O -3.697 3.016 0.299 -0.25
H 1.878 2.278 3.166 0.12
H 0.763 -3.612 -0.561 0.12
H 2.206 6.480 1.401 0.10
H -1.931 0.675 -3.867 0.12
H 2.015 4.643 -0.733 0.07
O 1.448 0.349 4.986 -0.20
H 0.382 1.934 6.819 0.15
O -1.466 -5.039 -0.755 -0.19
O -1.748 -0.939 3.727 -0.21
C 2.434 2.966 -5.314 -0.02
H 6.744 -1.913 -2.181 0.11
H 5.991 -0.240 -2.018 0.10
H 2.271 2.274 -6.140 0.10
C 4.023 2.305 3.345 -0.01
C -2.766 2.676 -3.854 -0.19
C 2.597 4.255 2.448 -0.20
H -3.416 3.373 -3.326 0.15
C -2.136 -6.209 -1.203 -0.07
H 0.034 -1.638 -4.625 0.16
C 1.344 0.070 6.434 -0.13
H -0.088 -4.913 -4.781 0.11
C -2.664 1.253 -3.305 -0.25
H 4.134 1.221 3.334 0.08
C -4.834 2.316 0.775 -0.39
H -2.472 -5.932 -6.115 0.09
H -3.206 2.614 -4.850 0.14
H 2.983 2.793 -1.881 0.10
H 0.731 5.477 -1.725 0.11
H 0.828 6.456 2.489 0.10
H -2.553 -6.892 -0.463 0.10
O -2.167 -5.130 -4.219 -0.22
H 0.544 -1.534 -3.135 0.06
H 6.153 -1.470 -0.739 0.10
H 0.408 -0.469 6.574 0.12
P 0.373 -0.001 -0.528 0.14
C -1.579 2.841 3.500 -0.02
H 0.974 -1.772 4.410 0.09
H -3.295 -1.944 4.799 0.10
C 1.596 -4.111 1.322 -0.03
O 1.394 4.580 1.793 -0.19
H -1.961 0.665 5.065 0.12
N -1.624 1.135 1.743 0.21
H 3.520 4.685 2.059 0.14
C 2.487 2.250 7.075 -0.02
H 4.260 -1.405 -3.188 0.15
H -2.606 2.899 3.861 0.09
N -2.155 1.310 -1.855 0.22
C -0.651 -3.249 -3.368 -0.26
H 3.441 1.723 7.061 0.10
C -0.429 -5.259 0.157 -0.19
H -1.451 -3.176 1.361 0.16
C -2.223 -1.949 4.605 -0.08
H 3.846 -0.021 -1.202 0.14
H 0.473 2.316 -3.436 0.11
C -2.184 0.368 4.040 -0.17
H -0.768 -5.781 1.051 0.14
H 1.362 -4.540 2.297 0.10
H 2.612 -1.252 4.403 0.09
H -0.393 4.937 -4.440 0.08
H -6.289 -0.109 0.508 0.12
H -5.629 -0.075 2.129 0.12
H -1.961 0.422 -1.416 0.06
H 2.632 -0.965 -1.631 0.06
H -4.531 0.489 -4.236 0.09
H -1.415 3.536 2.677 0.09
H -0.182 1.078 3.385 0.10
H -1.769 -7.097 -4.913 0.09
H -4.631 -1.437 -0.460 0.06
N -0.560 -2.903 0.971 0.23
H 3.580 -1.310 -0.357 0.14
H 2.665 2.910 7.924 0.09
H 2.061 -3.126 1.299 0.06
H -1.700 -1.671 -2.273 0.05
H -1.401 4.197 -5.598 0.10
H 1.179 -2.716 -4.106 0.14
H 3.748 3.734 -3.047 0.15
H 0.328 -5.945 -0.225 0.13
H 2.373 2.973 6.268 0.09
O -4.432 0.924 0.792 -0.16
O -1.084 -0.623 -0.314 -0.42
H 2.538 4.638 3.467 0.14
C -5.357 -0.068 1.074 -0.28
H -2.221 5.081 -4.237 0.11
H -3.468 -6.495 -4.773 0.10
H 0.527 6.214 0.817 0.10
```